The following is a DFT calculation (wB97M-V/def2-TZVPD) of a cluster of 13 separate species, C78H195N13 in total.

- Frontier orbital gap: 8.46 eV
- HOMO level: -0.28955 hartree
- E_LUMO: 0.0213 hartree
- Largest force on an atom: 4.13 eV/A

Geometry (Å):
C1 1.925 3.998 -6.999
C2 0.531 3.242 -7.160
N1 0.253 2.736 -8.542
C3 -1.178 2.495 -8.663
C4 -1.818 3.852 -8.977
C5 1.001 1.506 -8.772
C6 1.030 1.122 -10.263
H1 2.772 3.279 -6.983
H2 1.882 4.621 -6.132
H3 2.025 4.726 -7.825
H4 0.440 2.390 -6.489
H5 -0.215 4.010 -6.892
H6 -1.319 1.819 -9.506
H7 -1.534 2.016 -7.744
H8 -1.505 4.087 -9.982
H9 -2.886 3.818 -8.940
H10 -1.443 4.643 -8.271
H11 0.680 0.638 -8.111
H12 2.041 1.619 -8.362
H13 1.267 1.869 -11.004
H14 0.020 0.662 -10.489
H15 1.772 0.359 -10.452
C7 1.768 -3.538 5.665
C8 2.374 -4.944 5.333
N2 1.611 -6.119 5.668
C9 1.293 -6.277 7.082
C10 2.563 -6.664 7.837
C11 0.462 -6.269 4.799
C12 0.995 -6.388 3.350
H16 0.660 -3.525 5.528
H17 2.183 -2.829 4.934
H18 1.958 -3.286 6.648
H19 2.577 -4.970 4.287
H20 3.325 -4.980 5.819
H21 0.972 -5.338 7.506
H22 0.516 -7.101 7.118
H23 3.382 -5.934 7.606
H24 2.377 -6.679 8.920
H25 2.879 -7.645 7.584
H26 -0.278 -5.343 4.997
H27 -0.068 -7.107 5.054
H28 1.270 -5.407 2.902
H29 0.263 -6.771 2.638
H30 1.899 -7.011 3.223
C13 -2.345 -1.238 -7.355
C14 -1.668 -2.492 -7.874
N3 -0.291 -2.877 -7.446
C15 0.686 -2.158 -8.155
C16 1.727 -2.993 -8.889
C17 -0.097 -2.987 -6.028
C18 -0.772 -4.220 -5.474
H31 -3.130 -0.991 -8.089
H32 -1.624 -0.349 -7.479
H33 -2.705 -1.217 -6.317
H34 -2.242 -3.371 -7.626
H35 -1.717 -2.407 -8.951
H36 0.191 -1.446 -8.840
H37 1.145 -1.442 -7.411
H38 2.375 -2.406 -9.495
H39 2.205 -3.682 -8.195
H40 1.212 -3.582 -9.623
H41 -0.467 -2.061 -5.560
H42 0.959 -2.966 -5.753
H43 -1.830 -4.391 -5.701
H44 -0.629 -4.311 -4.420
H45 -0.323 -5.088 -5.948
C19 -4.583 -0.484 -3.181
C20 -4.891 0.662 -4.152
N4 -3.949 1.809 -4.017
C21 -4.373 3.016 -4.699
C22 -4.355 3.022 -6.240
C23 -2.562 1.379 -4.342
C24 -1.516 2.441 -4.303
H46 -4.543 -0.126 -2.097
H47 -3.621 -0.923 -3.388
H48 -5.302 -1.355 -3.154
H49 -4.854 0.416 -5.233
H50 -5.853 1.029 -4.054
H51 -3.707 3.805 -4.236
H52 -5.436 3.184 -4.372
H53 -3.420 2.738 -6.701
H54 -4.663 4.041 -6.598
H55 -5.027 2.365 -6.736
H56 -2.349 0.719 -3.515
H57 -2.500 0.761 -5.238
H58 -1.630 3.166 -5.089
H59 -1.515 2.895 -3.316
H60 -0.504 1.965 -4.389
C25 -2.191 -3.721 6.768
C26 -2.540 -5.156 7.211
N5 -3.866 -5.566 6.676
C27 -3.994 -5.831 5.225
C28 -3.274 -7.079 4.725
C29 -4.440 -6.588 7.446
C30 -5.751 -7.094 6.987
H61 -3.167 -3.140 6.623
H62 -1.676 -3.716 5.827
H63 -1.604 -3.291 7.580
H64 -1.768 -5.873 6.992
H65 -2.574 -5.192 8.311
H66 -5.069 -5.866 5.046
H67 -3.687 -4.983 4.679
H68 -3.922 -7.699 4.033
H69 -2.319 -6.950 4.244
H70 -2.975 -7.865 5.499
H71 -4.496 -6.312 8.522
H72 -3.719 -7.476 7.542
H73 -5.687 -7.704 6.090
H74 -6.445 -6.267 6.852
H75 -6.190 -7.724 7.815
C31 6.342 2.258 -0.356
C32 6.119 3.214 -1.458
N6 5.846 2.564 -2.673
C33 6.997 2.640 -3.565
C34 8.334 2.137 -2.972
C35 4.674 3.127 -3.340
C36 4.248 2.277 -4.533
H76 7.174 1.598 -0.359
H77 5.471 1.609 -0.205
H78 6.472 2.803 0.627
H79 5.240 3.796 -1.118
H80 6.928 3.938 -1.512
H81 6.898 2.170 -4.542
H82 7.124 3.689 -3.792
H83 9.175 2.476 -3.561
H84 8.438 2.469 -1.929
H85 8.409 1.041 -2.857
H86 4.961 4.147 -3.683
H87 3.886 3.254 -2.568
H88 3.196 2.558 -4.615
H89 4.522 1.229 -4.401
H90 4.728 2.674 -5.507
C37 -1.354 -4.853 -0.859
C38 -2.172 -3.600 -0.881
N7 -2.206 -2.926 0.380
C39 -2.883 -1.571 0.302
C40 -2.536 -0.729 1.515
C41 -2.704 -3.671 1.568
C42 -1.617 -3.905 2.572
H91 -0.308 -4.658 -0.618
H92 -1.380 -5.313 -1.901
H93 -1.704 -5.569 -0.146
H94 -1.830 -2.846 -1.629
H95 -3.192 -3.907 -1.287
H96 -2.389 -1.094 -0.549
H97 -3.922 -1.621 0.229
H98 -2.697 -1.230 2.457
H99 -1.527 -0.235 1.472
H100 -3.265 0.111 1.469
H101 -3.122 -4.662 1.277
H102 -3.546 -3.062 1.959
H103 -0.767 -4.319 2.023
H104 -1.938 -4.658 3.284
H105 -1.205 -3.086 3.064
C43 -7.199 1.397 0.312
C44 -6.011 1.426 1.221
N8 -5.283 2.757 1.317
C45 -6.171 3.833 1.813
C46 -6.769 3.394 3.178
C47 -4.637 3.107 0.026
C48 -3.432 2.273 -0.239
H106 -8.070 1.799 0.752
H107 -7.365 0.369 0.119
H108 -6.977 1.944 -0.601
H109 -6.221 1.125 2.241
H110 -5.307 0.698 0.914
H111 -6.983 4.108 1.110
H112 -5.560 4.753 1.975
H113 -7.557 2.684 3.036
H114 -7.129 4.277 3.718
H115 -6.043 2.849 3.818
H116 -5.263 2.829 -0.823
H117 -4.454 4.159 -0.114
H118 -2.781 2.201 0.611
H119 -3.594 1.253 -0.550
H120 -2.830 2.839 -0.925
C49 2.473 1.453 5.550
C50 2.863 2.709 4.780
N9 3.028 2.504 3.312
C51 3.437 3.613 2.563
C52 4.781 4.198 2.935
C53 1.888 1.845 2.685
C54 0.577 2.609 2.801
H121 2.718 1.477 6.639
H122 2.912 0.563 5.132
H123 1.399 1.240 5.503
H124 2.040 3.470 4.946
H125 3.815 3.077 5.149
H126 3.367 3.341 1.498
H127 2.687 4.441 2.736
H128 4.915 4.438 3.991
H129 5.662 3.649 2.688
H130 4.869 5.144 2.336
H131 1.857 0.822 3.054
H132 2.118 1.796 1.595
H133 0.234 2.545 3.838
H134 -0.125 1.964 2.319
H135 0.627 3.629 2.482
C55 0.694 5.341 0.146
C56 -0.566 5.408 -0.720
N10 -1.481 6.568 -0.457
C57 -2.538 6.717 -1.458
C58 -1.967 7.419 -2.665
C59 -2.089 6.408 0.875
C60 -2.453 7.733 1.460
H136 0.491 5.531 1.281
H137 1.527 5.959 -0.148
H138 1.010 4.350 0.069
H139 -0.295 5.457 -1.760
H140 -1.071 4.441 -0.469
H141 -3.005 5.747 -1.603
H142 -3.248 7.446 -1.010
H143 -2.754 7.813 -3.304
H144 -1.338 8.324 -2.409
H145 -1.401 6.711 -3.282
H146 -1.498 5.764 1.501
H147 -3.028 5.749 0.723
H148 -1.549 8.191 1.869
H149 -3.131 7.559 2.342
H150 -2.990 8.451 0.790
C61 3.302 0.284 -1.897
C62 2.672 0.315 -0.465
N11 1.311 -0.257 -0.299
C63 1.225 -1.619 0.042
C64 1.940 -2.087 1.332
C65 0.351 0.259 -1.321
C66 0.245 1.791 -1.188
H151 2.806 0.866 -2.726
H152 3.423 -0.793 -2.238
H153 4.323 0.681 -1.917
H154 3.299 -0.057 0.337
H155 2.589 1.359 -0.162
H156 0.163 -1.835 0.311
H157 1.525 -2.239 -0.828
H158 3.032 -1.965 1.187
H159 1.607 -1.504 2.228
H160 1.650 -3.135 1.530
H161 -0.600 -0.208 -1.016
H162 0.561 -0.021 -2.336
H163 0.188 2.073 -0.080
H164 -0.778 2.146 -1.500
H165 0.982 2.320 -1.692
C67 -2.842 2.925 4.991
C68 -2.725 1.900 6.071
N12 -1.598 0.984 6.029
C69 -1.591 0.294 4.705
C70 -0.372 -0.564 4.445
C71 -1.443 0.165 7.250
C72 -1.000 0.993 8.450
H166 -3.679 3.591 5.314
H167 -3.019 2.527 3.971
H168 -1.841 3.415 4.957
H169 -2.544 2.446 7.001
H170 -3.728 1.308 6.153
H171 -1.673 1.047 3.929
H172 -2.576 -0.283 4.587
H173 0.517 0.115 4.450
H174 -0.392 -0.912 3.430
H175 -0.184 -1.365 5.117
H176 -2.355 -0.387 7.473
H177 -0.724 -0.631 7.158
H178 -0.787 0.417 9.362
H179 -0.099 1.548 8.126
H180 -1.731 1.729 8.688
C73 5.548 -0.867 2.605
C74 6.640 -1.762 2.069
N13 6.744 -1.704 0.627
C75 7.961 -2.221 0.087
C76 8.154 -3.816 0.194
C77 5.664 -2.398 -0.054
C78 5.666 -2.339 -1.629
H181 5.756 -0.816 3.700
H182 4.535 -1.242 2.458
H183 5.602 0.176 2.228
H184 7.615 -1.316 2.386
H185 6.704 -2.838 2.496
H186 8.005 -2.055 -1.017
H187 8.831 -1.649 0.511
H188 9.091 -3.959 0.611
H189 7.410 -4.133 0.960
H190 7.925 -4.368 -0.721
H191 4.697 -2.041 0.348
H192 5.462 -3.476 0.283
H193 5.884 -1.294 -1.940
H194 4.721 -2.544 -2.083
H195 6.335 -3.065 -2.029

These are the Löwdin partial charges, in e, on atoms 1 to 5: -0.07, -0.23, -0.19, -0.27, -0.07